Entry 1:
# C4H9NO2

A single C4H9NO2 molecule (ωB97M-V/def2-TZVPD, the OMol25 dataset).

Last column: Mulliken charge in e.
Element x y z (Å)
C  2.33009  -0.14241  0.00634  -1.3435
C  0.87189  -0.51850  -0.14462  0.4243
O  0.47354  -1.18372  1.04102  -0.5483
C  0.00731  0.72313  -0.37095  -0.6658
N  -1.35732  0.31787  -0.54431  -0.5448
C  -2.24924  0.44774  0.33798  0.1902
O  -3.47177  -0.01184  0.02822  -0.4987
H  2.68921  0.35752  -0.89926  0.3720
H  2.93619  -1.03396  0.18384  0.3251
H  2.45216  0.53712  0.85621  0.3522
H  0.74501  -1.18881  -1.01030  0.2058
H  -0.42528  -1.50839  0.89541  0.3220
H  0.16232  1.42382  0.46417  0.3468
H  0.31612  1.21402  -1.30200  0.3059
H  -2.19153  0.89138  1.33912  0.3765
H  -3.28870  -0.32498  -0.88086  0.3802

Computed properties:
ΔE to the lowest compared entry with this formula, charge and spin: 136.4 kJ/mol
SMILES: C[C@@H](O)C/N=C/O
LUMO: 0.98 eV
HOMO-LUMO gap: 10.88 eV
E_HOMO: -0.3635 Eh

Entry 2:
# C26H46Cl2DyO2P2

A molecular structure, C26H46Cl2DyO2P2 (ωB97M-V/def2-TZVPD, the OMol25 dataset).

Last column: Mulliken charge in e.
Element x y z (Å)
Dy  -0.12115  -0.07774  -0.14238  -0.8679
C  -2.12462  1.74930  0.76205  0.2744
C  -2.49632  0.82748  -0.26974  1.2510
C  -2.30373  -0.33153  1.73400  0.3825
C  -2.11257  1.04981  2.00086  1.2336
C  -2.55130  -0.48417  0.32630  0.1379
C  -2.02213  3.22395  0.62410  -1.7231
H  -1.66023  3.51164  -0.37487  0.1823
H  -1.31778  3.63624  1.36467  0.2706
H  -3.00190  3.71030  0.78710  0.3812
C  -2.13026  1.69425  3.32905  -1.6631
H  -1.76438  2.72841  3.28077  0.4469
H  -1.46560  1.13437  3.99534  0.2865
H  -3.14174  1.69500  3.77203  0.3021
C  -2.44683  -1.39769  2.74773  -1.5910
H  -3.48357  -1.45304  3.11946  0.3456
H  -1.77724  -1.20086  3.59451  0.3221
H  -2.18516  -2.37781  2.32793  0.2369
C  -2.97700  -1.71615  -0.37825  -1.0581
H  -4.06946  -1.70378  -0.52534  0.2901
H  -2.70086  -2.62591  0.16850  0.3404
H  -2.51899  -1.78182  -1.37810  0.0791
C  -3.08774  1.19839  -1.56887  -1.3417
H  -4.11243  1.56995  -1.42290  0.3529
H  -3.14065  0.33901  -2.23554  0.4620
H  -2.51457  1.97917  -2.07306  0.2405
C  1.41217  0.41218  -1.86459  0.7209
C  0.31090  1.26177  -2.07025  0.6375
C  -0.19964  1.50480  -3.47567  -1.3247
C  -1.11822  0.44100  -4.11073  -1.8956
C  -1.21535  -0.84920  -3.33731  -0.0257
C  -0.14301  -1.64445  -3.17530  -0.3430
C  1.18630  -1.30717  -3.79529  -1.6981
C  2.05219  -0.27765  -3.03929  -1.2055
H  0.65851  1.63746  -4.14916  0.4374
H  -0.74485  0.24794  -5.13575  0.6284
H  -0.74379  2.45785  -3.48541  0.5899
H  2.38324  0.47105  -3.77536  0.5000
H  2.12255  0.63958  -1.04084  -0.3937
H  0.15038  2.12833  -1.39110  0.3107
H  2.95927  -0.77799  -2.68283  0.5458
H  1.76072  -2.23885  -3.89392  0.4773
H  -0.25041  -2.67762  -2.83329  0.6078
H  1.06748  -0.94535  -4.83202  0.4153
H  -2.13171  0.85663  -4.23551  0.2702
H  -2.23306  -1.21362  -3.15233  1.2322
P  1.75297  2.45576  0.98489  1.2100
C  1.44468  3.10105  2.66445  -1.1409
H  2.32500  3.67466  2.99153  0.5119
H  1.26289  2.26619  3.35689  0.1574
H  0.55245  3.74088  2.66772  0.3320
C  3.49190  1.95161  1.18320  -1.2371
H  4.05693  2.77029  1.64804  0.4875
H  3.92758  1.70167  0.21004  0.3179
H  3.54751  1.05655  1.81409  0.1814
C  1.92139  3.98428  -0.00774  -1.5383
H  2.21445  3.71168  -1.03157  0.3404
H  2.67233  4.65358  0.43580  0.4851
H  0.94557  4.48858  -0.06169  0.3353
P  0.72063  -2.97276  0.06797  1.5227
C  -0.28366  -4.26199  -0.69900  -1.4970
H  0.36900  -5.06705  -1.05026  0.5148
H  -0.85168  -3.85847  -1.53949  0.3022
H  -1.00821  -4.63893  0.03075  0.3928
C  2.32988  -3.06956  -0.76597  -1.1566
H  2.25650  -2.72833  -1.80546  0.0938
H  2.68440  -4.10676  -0.73669  0.5576
H  3.05654  -2.42927  -0.25050  0.1328
C  1.13710  -3.76023  1.64525  -1.2592
H  1.32267  -4.83389  1.52170  0.5559
H  0.32226  -3.61428  2.35925  0.2719
H  2.02132  -3.28998  2.08461  0.2429
Cl  1.49975  -2.50901  4.61774  -0.1125
C  2.13973  -1.05210  3.80193  0.1277
Cl  3.55293  -1.36161  2.74506  -0.1492
C  1.00352  -0.39695  3.00658  -0.6951
O  0.16940  0.11447  3.75273  -0.5482
O  0.95896  -0.41816  1.69600  0.8068
H  2.42785  -0.32533  4.57270  0.3927

Computed properties:
net charge: +1
LUMO (spin up / spin down): -4.38 / -4.30 eV
HOMO-LUMO gap (spin up / spin down): 5.66 / 5.78 eV
E_HOMO (spin up / spin down): -0.3692 / -0.3702 Eh
2S+1: 6

Entry 3:
# C4H8BrN2

A gas-phase ion, C4H8BrN2 (charge +1) (ωB97M-V/def2-TZVPD, the OMol25 dataset).

Last column: Mulliken charge in e.
Element x y z (Å)
C  1.49358  -0.72220  -0.67532  -0.0311
C  2.24155  0.27549  -0.04182  -0.1800
C  -0.88086  -0.10899  -0.33899  0.5171
C  -1.52656  -0.54999  1.00545  -1.2347
N  0.21677  -0.88405  -0.59425  -0.2097
N  -0.83492  1.30493  -0.41023  -0.5231
Br  4.05239  0.11372  0.20568  0.1278
H  2.03663  -1.54822  -1.13123  0.4160
H  1.75673  1.06691  0.52181  0.4328
H  -1.59583  -0.52361  -1.09892  0.1693
H  -0.91565  -0.14563  1.80871  0.3282
H  -1.55252  -1.63109  1.08105  0.3755
H  -2.53737  -0.16031  1.07483  0.3872
H  -1.72420  1.77600  -0.31338  0.2126
H  -0.22974  1.73705  -1.09338  0.2123

Computed properties:
ΔE to the lowest compared entry with this formula, charge and spin: 414.7 kJ/mol
net charge: +1
LUMO (spin up / spin down): -7.48 / -7.45 eV
HOMO-LUMO gap (spin up / spin down): 6.20 / 6.25 eV
E_HOMO (spin up / spin down): -0.5024 / -0.5037 Eh

Entry 4:
# C36H102N2O28

14 unconnected molecules or ions with the total composition C36H102N2O28 (ωB97M-V/def2-TZVPD, the OMol25 dataset).

Last column: Mulliken charge in e.
Element x y z (Å)
C  5.71164  -2.60436  1.88725  -0.5191
O  4.42521  -2.29998  2.40739  -0.4976
C  3.52147  -1.77534  1.51939  1.0073
C  2.17862  -1.31329  2.17178  -0.3464
N  1.34338  -2.40887  2.68391  0.1850
C  0.71552  -3.20676  1.63048  1.1179
C  -0.13975  -4.41463  2.24346  -1.3437
O  0.66522  -5.44658  2.82871  -0.3891
C  0.12079  -6.69253  2.76033  -0.8396
H  6.30179  -1.76721  1.51442  0.1245
H  5.60304  -3.34786  1.09762  0.1748
H  6.28909  -3.15192  2.63212  0.3505
H  3.39189  -2.38042  0.62206  -0.3269
H  3.90595  -0.79792  1.22799  -0.0683
H  1.57026  -0.68353  1.52262  -0.3912
H  2.36769  -0.65233  3.01764  0.4549
H  2.08455  -2.99211  3.04531  0.4271
H  1.44058  -3.68071  0.96884  0.0780
H  0.05396  -2.57803  1.03455  -0.9239
H  -0.83698  -4.77503  1.48709  0.5865
H  -0.83671  -3.92394  2.92285  0.3427
H  0.08068  -7.24342  1.82064  0.3039
H  -0.85357  -6.70727  3.24870  0.3394
H  0.63063  -7.42665  3.38422  0.3163
C  -2.83329  -2.82043  9.84388  -0.7647
O  -2.40658  -2.46751  8.63690  -0.2609
C  -1.16364  -1.74641  8.64404  -0.6826
C  -0.59230  -1.79282  7.12356  -0.6620
N  -0.96758  -0.71823  6.24282  -0.3546
C  -0.48958  -0.79084  4.86686  -0.8738
C  -0.71176  0.59114  4.15863  0.6990
O  0.25755  1.58351  4.60742  -0.5313
C  0.51757  2.66976  3.80312  -0.7189
H  -3.08153  -1.97579  10.48657  0.2707
H  -2.02704  -3.40005  10.29343  0.3368
H  -3.63492  -3.52385  9.61875  0.2538
H  -0.50520  -2.25643  9.34720  0.4293
H  -1.20828  -0.69285  8.91996  0.3176
H  -0.88715  -2.69324  6.58466  0.3303
H  0.49003  -1.77302  7.25108  0.4376
H  -1.95193  -0.93118  6.16653  0.2825
H  -0.99154  -1.64924  4.42045  0.4246
H  0.57027  -1.03626  4.93452  0.2170
H  -1.76750  0.83811  4.27048  0.3063
H  -0.45547  0.43638  3.11055  -0.4721
H  1.28277  3.21601  4.35465  0.4384
H  -0.36803  3.29707  3.90454  0.3308
H  1.01569  2.52800  2.84401  0.1560
C  0.34327  0.02793  -1.71808  -0.9925
C  -0.58206  1.25947  -1.52430  0.3553
O  -0.31073  1.74039  -0.21474  0.2386
O  0.25500  -1.02149  -0.71437  1.8934
H  1.38638  0.34079  -1.76421  -0.3046
H  0.01460  -0.53617  -2.59093  0.4902
H  -1.58609  0.84385  -1.43909  -1.0585
H  -0.44220  2.01349  -2.29889  0.1927
H  -0.65797  1.16622  0.47182  -0.5869
H  0.73972  -1.77236  -1.06487  -0.7224
C  3.77194  -4.75678  -1.22471  0.1586
C  2.24478  -4.69157  -1.61342  -0.8403
O  1.71634  -3.36668  -1.77301  -0.4016
O  4.58160  -4.30490  -2.24507  -0.6014
H  4.03766  -5.80725  -1.10638  0.4479
H  4.03258  -4.16867  -0.34477  -0.3900
H  1.59188  -5.21089  -0.91191  0.4014
H  2.08940  -5.21777  -2.55527  0.4747
H  0.98730  -3.47858  -2.38749  0.3194
H  4.16027  -3.52464  -2.61285  0.2713
C  3.59386  2.87246  -4.43986  0.1595
C  2.50516  3.93582  -4.05985  0.2908
O  2.35733  4.83715  -5.18764  -0.6426
O  3.13505  1.91050  -5.36803  -0.5707
H  3.89469  2.40402  -3.50275  -0.2127
H  4.43790  3.44730  -4.82099  0.4139
H  2.90256  4.58385  -3.27867  0.0236
H  1.55967  3.51669  -3.71564  -0.1044
H  1.79492  4.40315  -5.83335  0.3547
H  3.96878  1.48620  -5.58357  0.3104
C  -0.66920  0.84686  -5.59550  -0.3502
C  -1.96268  1.53632  -5.36022  -0.0768
O  -2.04439  2.88428  -5.73450  -0.6520
O  0.31484  1.35272  -4.68158  -0.0648
H  -0.41655  1.09588  -6.62616  0.4724
H  -0.90466  -0.20870  -5.45968  0.1708
H  -2.39972  1.28311  -4.39432  -0.2654
H  -2.70352  0.99798  -5.95136  0.3746
H  -2.60723  3.33680  -5.10203  0.5809
H  1.10842  1.67017  -5.11866  0.0880
C  -2.38031  -2.60545  -2.99657  0.7859
C  -1.59665  -3.87416  -3.42974  -1.0470
O  -0.19509  -3.57248  -3.42344  -0.5438
O  -2.30155  -1.53267  -3.94127  -0.5087
H  -2.10391  -2.19899  -2.02369  -0.5225
H  -3.41135  -2.91906  -2.83322  0.2621
H  -2.00195  -4.19313  -4.39000  0.3442
H  -1.77709  -4.69556  -2.73632  0.4139
H  -0.08568  -2.89402  -4.09376  0.2267
H  -2.72214  -0.74730  -3.58364  0.1987
C  3.81657  2.19110  0.13171  0.5278
C  4.84907  2.89721  -0.75523  -0.6263
O  4.38344  4.14157  -1.23529  -0.4284
O  3.40406  2.92569  1.23443  -0.7005
H  4.17674  1.23554  0.51286  -0.0403
H  2.95477  1.92283  -0.47938  -0.2348
H  5.11425  2.31631  -1.63860  0.2125
H  5.75989  3.01429  -0.16803  0.3671
H  5.02534  4.44981  -1.87914  0.2763
H  2.78317  3.55143  0.85425  0.3287
C  -2.63512  -1.36245  1.44273  0.7016
C  -3.34954  -2.57586  0.98066  -0.9845
O  -2.53222  -3.40126  0.19950  -0.5003
O  -2.36342  -0.50120  0.35452  1.3521
H  -1.66560  -1.53724  1.90919  -0.6992
H  -3.17499  -0.80588  2.20881  0.5336
H  -4.11781  -2.24158  0.28344  0.2008
H  -3.84346  -3.12214  1.78423  0.5605
H  -3.08181  -4.06917  -0.21698  0.2916
H  -1.54841  -0.82249  -0.03807  -1.5143
C  5.91315  -1.26572  -1.63337  -0.2011
C  4.83855  -0.68267  -2.57961  -0.0569
O  4.67044  -1.47111  -3.72394  -0.5113
O  6.35740  -0.34189  -0.66134  -0.5260
H  6.84127  -1.53987  -2.13489  0.5064
H  5.50900  -2.23313  -1.33525  0.1451
H  5.12299  0.28637  -2.98967  0.2692
H  3.88111  -0.55210  -2.07527  -0.2819
H  5.42707  -1.16064  -4.22667  0.4398
H  7.19003  -0.62416  -0.27577  0.3058
C  -5.05513  1.76771  1.43588  -0.1178
C  -3.60127  2.20679  1.80117  0.4186
O  -3.63453  3.51813  2.33177  -0.5577
O  -5.83309  1.75156  2.64158  -0.5612
H  -4.87949  0.81012  0.94570  -0.0290
H  -5.46904  2.49777  0.74033  0.2490
H  -2.93383  2.15491  0.94097  -0.2839
H  -3.33430  1.63314  2.68873  0.2621
H  -4.36013  3.60451  2.95438  0.2772
H  -5.90065  2.62424  3.03587  0.3547
C  -3.75158  4.99895  -1.37490  -0.5188
C  -3.12350  4.00082  -2.34254  0.6794
O  -3.64143  4.05785  -3.63808  -0.6477
O  -5.11677  4.97717  -1.58797  -0.6153
H  -3.38381  5.97654  -1.68662  0.4074
H  -3.54462  4.69458  -0.34893  0.2794
H  -3.48802  3.07698  -1.89339  -0.4682
H  -2.03576  3.93258  -2.32635  0.0726
H  -4.59764  3.99571  -3.57975  0.3444
H  -5.56160  5.49689  -0.91446  0.3084
C  1.49321  6.18924  -0.49551  -0.5923
C  0.62755  4.96591  0.02389  0.2010
O  1.32063  3.84007  -0.42109  0.6186
O  2.79357  6.21428  0.07847  -0.6196
H  0.92645  7.04173  -0.12116  0.4226
H  1.60679  6.06932  -1.57292  0.2109
H  -0.36969  4.90466  -0.41183  -0.0885
H  0.51907  4.91101  1.10709  0.1908
H  0.71625  3.11632  -0.24075  -0.0425
H  3.32767  5.53069  -0.33267  0.3720
C  -6.03144  -0.44753  -2.47622  -0.8262
C  -4.99466  0.68278  -2.53396  -0.3655
O  -3.68460  0.18064  -2.38833  1.1539
O  -6.37323  -0.57853  -1.13583  -0.4673
H  -5.72986  -1.40915  -2.89146  0.2610
H  -6.94358  -0.21211  -3.02457  0.5306
H  -5.18894  1.58248  -1.95011  0.2388
H  -5.11797  1.15730  -3.50748  0.4228
H  -3.65107  -0.17954  -1.49909  -0.7891
H  -7.19508  -1.07297  -1.09465  0.2739

Computed properties:
ΔE to the lowest compared entry with this formula, charge and spin: 74.2 kJ/mol
LUMO: 0.02 eV
HOMO-LUMO gap: 8.37 eV
E_HOMO: -0.3066 Eh

Entry 5:
# C5H11NO2

2 unconnected molecules or ions with the total composition C5H11NO2 (ωB97M-V/def2-TZVPD, the OMol25 dataset).

Last column: Mulliken charge in e.
Element x y z (Å)
C  -2.03139  -0.94781  -0.23670  -1.4042
C  -1.00214  0.14231  -0.54275  0.2176
O  -0.65000  0.15157  -1.91556  -0.5664
C  0.26506  -0.04370  0.31034  0.8389
C  0.11766  0.13044  1.81184  -1.6053
O  1.00362  -1.08131  -0.08105  -0.6412
H  -2.40882  -0.86495  0.78271  0.3635
H  -2.86792  -0.85398  -0.92775  0.3794
H  -1.57895  -1.93194  -0.36388  0.2928
H  -1.43433  1.12527  -0.33705  0.3890
H  -0.08722  -0.62211  -2.06104  0.4006
H  0.97656  0.96994  -0.06863  -0.0822
H  -0.41866  1.04763  2.05688  0.3360
H  1.10039  0.14480  2.28259  0.3817
H  -0.43668  -0.71451  2.22370  0.3950
H  2.01995  -0.68601  -0.45232  0.4630
C  2.27380  1.32568  -0.70893  0.0287
N  2.90439  0.32824  -0.84655  -0.5331
H  2.25467  2.38045  -0.92585  0.3462

Computed properties:
ΔE to the lowest compared entry with this formula, charge and spin: 304.5 kJ/mol
SMILES: C[C@H](O)[C@@H](C)O.C#N
LUMO: 0.48 eV
HOMO-LUMO gap: 10.45 eV
E_HOMO: -0.3664 Eh

Entry 6:
# C3H16O5

5 unconnected molecules or ions with the total composition C3H16O5 (ωB97M-V/def2-TZVPD, the OMol25 dataset).

Last column: Mulliken charge in e.
Element x y z (Å)
O  -11.01409  10.89886  26.34599  -0.6583
H  -11.55738  10.40132  25.73483  0.3420
H  -10.47861  10.23748  26.78426  0.3188
O  -7.17134  10.89351  24.15204  -0.7331
H  -6.27247  11.06548  24.43255  0.3645
H  -7.25474  9.94051  24.18463  0.3291
O  -9.56180  12.51451  23.92039  -0.6977
H  -8.68973  12.13138  23.82586  0.3146
H  -10.02513  11.91512  24.50544  0.3279
O  -11.94426  13.25183  22.57645  -0.6183
H  -11.91847  14.20832  22.54996  0.3111
H  -11.27674  13.01147  23.21901  0.3690
C  -5.05357  10.14571  19.98913  -1.3396
C  -5.21288  10.03653  21.54204  0.6126
C  -3.90860  9.87953  22.28732  -1.0646
O  -5.80065  11.32206  21.90381  -0.0899
H  -4.32443  10.86600  19.61816  0.3769
H  -6.00229  10.29037  19.47232  0.3870
H  -4.72488  9.17116  19.62814  0.4077
H  -5.79328  9.18790  21.90405  0.2530
H  -3.47512  8.89532  22.46485  0.3641
H  -3.92164  10.45101  23.21541  0.3343
H  -3.15341  10.35521  21.66159  0.3232
H  -6.32479  11.25737  22.70549  0.4657

Computed properties:
ΔE to the lowest compared entry with this formula, charge and spin: 27.7 kJ/mol
net charge: +1
LUMO (spin up / spin down): -3.87 / -10.04 eV
HOMO-LUMO gap (spin up / spin down): 8.79 / 2.61 eV
E_HOMO (spin up / spin down): -0.4651 / -0.4650 Eh
2S+1: 2

What electronic energy values result from the calculations? In sequence: -9878.647; -99503.810; -77290.191; -99284.591; -10946.111; -13597.404 eV.